1.
ORCA calculation (wB97M-V/def2-TZVPD) on the molecule C7H9F3S at a distorted geometry.

ΔE to the lowest compared entry with this formula, charge and spin: 294.9 kJ/mol
DFT total energy: -969.7681 Eh
frontier orbital gap (spin up / spin down): 8.255 / 8.255 eV
charge: 0
E_HOMO (spin up / spin down): -8.380 / -8.381 eV

CARTESIAN COORDINATES (ANGSTROEM)
C1 0.640 0.761 -2.126
H1 -1.506 1.506 1.751
H2 -2.037 -0.038 2.422
S1 2.008 -0.517 -0.053
H3 1.036 1.479 0.792
C2 -1.237 0.613 2.134
H4 1.495 0.337 1.994
F1 1.463 -2.783 -1.663
H5 -1.941 -1.105 -0.272
F2 -0.037 -1.976 -2.952
H6 1.613 1.004 -2.622
C3 0.980 0.376 1.083
C4 1.148 -1.707 -2.252
C5 0.927 -0.549 -1.362
C6 -1.045 -0.640 0.017
F3 1.991 -1.478 -3.315
H7 0.462 1.502 -1.261
H8 -0.315 0.863 -2.601
H9 -0.669 0.698 3.036
C7 -0.520 0.009 0.988

2.
ORCA calculation (wB97M-V/def2-TZVPD) on the molecule C2H3BrO at a distorted geometry.

ΔE to the lowest compared entry with this formula, charge and spin: 79.4 kJ/mol
DFT total energy: -2727.2257 Eh
frontier orbital gap: 10.744 eV
charge: 0
SMILES string: O=CCBr
E_HOMO: -10.254 eV

CARTESIAN COORDINATES (ANGSTROEM)
O1 -1.651 -0.930 0.149
C1 -0.656 -0.549 -0.350
H1 0.191 1.378 -0.220
Br1 2.130 0.148 -0.068
C2 0.277 0.494 0.261
H2 -0.335 -1.126 -1.157
H3 0.045 0.586 1.385